75
Properties=species:S:1:pos:R:3:lowdin_charge:R:1 method="wB97M-V/def2-TZVPD" s_squared=8.82 orbital_gap_ev="5.98 / 5.93" mol_weight_g_mol=722.77 multiplicity=6 de_lowest_kcal_mol=103.6 total_charge=0 e_homo_ev="-6.04 / -7.76" max_force_ev_per_a=0.69
Ru -0.0643 -0.6765 -0.8437 1.29
O 2.3615 -2.3551 3.6907 0.08
C 1.2565 -3.0866 3.5115 -0.26
C 0.8823 -3.8525 4.7128 0.01
C -0.2292 -4.5724 4.7576 -0.03
C -1.1700 -4.6785 3.6011 -0.18
C -0.8225 -3.8028 2.3641 -0.13
C 0.5157 -3.1097 2.3817 -0.06
C 0.7995 -2.2031 1.2919 -0.39
O 0.0851 -2.3429 0.1795 -0.21
N 1.6524 -1.2352 1.4534 0.06
N 1.4700 -0.2772 0.4588 -0.13
C 2.3885 0.6463 0.3964 -0.08
C 2.3490 1.8162 -0.3613 -0.16
C 3.4593 2.7002 -0.2810 -0.02
C 3.4887 3.9002 -0.9039 -0.06
C 2.3630 4.2996 -1.6883 -0.05
C 1.3169 3.4657 -1.7996 -0.02
N 1.2772 2.2457 -1.1400 0.03
H 2.4257 -1.7428 2.9178 0.07
H 1.5476 -3.7695 5.5626 0.12
H -0.4885 -5.1080 5.6660 0.12
H -1.3347 -5.7345 3.3739 0.15
H -0.9864 -4.3364 1.4286 0.16
H 3.2501 0.5158 1.0415 0.13
H 4.2972 2.3626 0.3139 0.12
H 4.3540 4.5421 -0.8186 0.11
H 2.3298 5.2500 -2.1998 0.11
H 0.4511 3.6967 -2.3992 0.14
C -4.0640 -1.9430 -4.9362 -0.07
C -3.9551 -0.7150 -4.0500 -0.26
N -4.1878 -1.0093 -2.6343 -0.12
C -5.5825 -1.0535 -2.1947 -0.21
C -6.0057 0.2327 -1.5024 -0.07
C -3.2150 -1.2926 -1.7469 -0.62
S -1.5757 -1.3717 -2.4170 0.79
N -3.5522 -1.5821 -0.5288 0.11
C -2.7500 -1.5453 0.5528 -0.44
O -1.8819 -0.6761 0.7460 -0.04
C -3.0154 -2.6175 1.5664 -0.09
C -4.0817 -3.4067 1.4135 0.00
C -4.4149 -4.4892 2.3497 -0.06
C -3.7133 -4.6826 3.4608 -0.05
C -2.4983 -3.8773 3.7911 -0.18
C -2.0395 -2.8696 2.6825 -0.12
H -3.9386 -1.6614 -5.9830 0.08
H -5.0358 -2.4294 -4.8304 0.07
H -3.2888 -2.6676 -4.6828 0.07
H -4.6911 0.0399 -4.3341 0.12
H -2.9802 -0.2510 -4.1598 0.05
H -5.7093 -1.9078 -1.5317 0.11
H -6.1864 -1.2269 -3.0865 0.11
H -5.3767 0.4190 -0.6325 0.07
H -7.0428 0.1605 -1.1698 0.08
H -5.9241 1.0858 -2.1793 0.07
H -4.7491 -3.2259 0.5820 0.10
H -5.2802 -5.1042 2.1356 0.10
H -4.0085 -5.4526 4.1674 0.11
H -2.5997 -3.4524 4.7927 0.15
H -1.6777 -1.9286 3.0970 0.16
O -1.5689 2.7433 -0.8258 0.11
C -1.0837 2.1431 -1.7524 -0.42
N 0.2346 1.3849 -1.5840 -0.05
C 0.5940 0.8044 -2.9477 -0.49
O 1.5912 0.0838 -3.0109 0.03
C -0.4131 1.2425 -3.8226 -0.19
C -0.5690 0.9722 -5.2057 -0.01
C -1.6520 1.4926 -5.8507 -0.08
C -2.6337 2.2722 -5.1581 -0.09
C -2.5223 2.5077 -3.8165 -0.02
C -1.4028 1.9915 -3.1316 -0.16
H 0.1663 0.3742 -5.7280 0.12
H -1.7773 1.3148 -6.9117 0.10
H -3.4760 2.6712 -5.7086 0.10
H -3.2671 3.0809 -3.2782 0.12

---

74
Properties=species:S:1:pos:R:3:lowdin_charge:R:1 method="wB97M-V/def2-TZVPD" orbital_gap_ev=3.37 mol_weight_g_mol=616.48 total_charge=0 e_homo_ev=-5.16 max_force_ev_per_a=3.33
C -3.9404 3.7192 -0.3303 -0.13
C -2.7486 2.8632 -0.4654 -0.64
C -2.4972 2.0624 -1.5960 -0.16
C -1.2001 1.5545 -1.6382 -0.18
C -0.4335 1.7226 -0.4124 -0.52
B -2.0054 -2.7464 1.2035 -0.56
C 0.8863 2.3692 -0.5886 -0.23
C 1.5087 2.9479 0.5108 0.02
C 2.8661 3.2292 0.4350 -0.11
C 3.6120 3.6510 1.6585 -0.51
F 4.1627 4.8999 1.5564 0.12
F 2.8227 3.6568 2.7712 0.11
F 4.6477 2.7726 1.8956 0.11
C 3.5852 3.0523 -0.7460 0.04
C 2.9221 2.5817 -1.8655 -0.10
C 3.7258 2.3470 -3.1232 -0.49
F 3.6596 1.0208 -3.4908 0.11
F 3.2909 3.0832 -4.1926 0.12
F 5.0539 2.6417 -2.9283 0.10
C 1.5541 2.3001 -1.8196 0.06
O -2.7348 -2.0532 2.1242 0.10
C -3.6824 -1.0695 1.6309 -0.07
C -4.4257 -1.6379 0.4053 -0.52
C -5.3829 -2.7186 0.9161 -0.03
C -5.1654 -0.5137 -0.3010 -0.03
C -3.4593 -2.2846 -0.6183 -0.08
O -2.5438 -3.2066 0.0310 0.11
S -1.4978 2.6919 0.6766 1.05
H -4.4278 3.8355 -1.3035 0.08
H -4.6761 3.2407 0.3279 0.07
H -3.7270 4.7475 0.0104 0.08
H -3.2565 1.9688 -2.3634 0.11
H -0.8050 1.0031 -2.4738 0.09
H 0.9472 3.1868 1.4155 0.10
H 4.6488 3.2731 -0.7980 0.14
H 1.0266 2.0010 -2.7357 0.13
H -4.3909 -0.9233 2.4636 0.14
H -3.2036 -0.0999 1.4050 0.13
H -5.8793 -3.2162 0.0763 0.09
H -4.8279 -3.4587 1.5140 0.10
H -6.1420 -2.2495 1.5540 0.09
H -5.6772 -0.8863 -1.1979 0.10
H -5.9015 -0.0605 0.3707 0.10
H -4.4454 0.2624 -0.6069 0.07
H -4.0116 -2.8846 -1.3440 0.14
H -2.8806 -1.5208 -1.1810 0.14
C -0.2581 -0.0895 0.3861 -0.13
C -0.2083 -1.0322 1.5789 -0.11
C -0.0016 -0.7497 2.9041 -0.01
C 0.0857 -1.7976 3.8449 0.01
C 0.2378 -3.1504 3.4474 -0.05
C 0.0706 -3.5173 2.1319 0.01
C -0.3666 -2.4893 1.1871 -0.10
C 0.9356 -0.4644 -0.4251 -0.12
C 2.2049 -0.4570 0.0860 -0.04
C 3.2918 -1.0811 -0.6382 -0.23
C 4.6102 -0.6126 -0.5003 -0.04
C 5.6576 -1.2676 -1.1529 -0.08
C 5.3966 -2.4033 -1.9227 -0.10
C 4.0829 -2.8295 -2.1424 -0.08
C 3.0187 -2.1465 -1.5312 -0.03
H -1.2659 -0.2626 -0.1015 0.11
H 0.1270 0.3082 3.2184 0.14
H 0.0995 -1.5672 4.9047 0.12
H 0.4701 -3.9101 4.1954 0.11
H 0.2349 -4.5299 1.7508 0.14
H -0.0360 -2.6984 0.1591 0.16
H 0.7466 -0.7362 -1.4715 0.12
H 2.4046 0.0527 1.0354 0.13
H 4.7812 0.2670 0.1130 0.11
H 6.6670 -0.8963 -1.0354 0.10
H 6.2219 -2.9563 -2.3794 0.10
H 3.8606 -3.6911 -2.7714 0.10
H 1.9800 -2.4473 -1.7033 0.10

---

80
Properties=species:S:1:pos:R:3:lowdin_charge:R:1 method="wB97M-V/def2-TZVPD" s_squared=6.23 orbital_gap_ev="5.18 / 5.77" mol_weight_g_mol=793.53 multiplicity=5 de_lowest_kcal_mol=66.4 total_charge=0 e_homo_ev="-6.29 / -7.66" max_force_ev_per_a=2.17
Fe -0.1565 -0.1066 0.0826 0.63
Cl 1.6309 5.4988 -3.2226 0.66
C 1.7382 4.0717 -2.2394 -0.68
C 0.5670 3.5099 -1.7543 -0.03
C 0.6184 2.3655 -0.9775 -0.22
N -0.5325 1.7382 -0.4189 0.03
C -1.5962 1.7632 -1.3184 -0.38
O -2.4859 2.7364 -1.2357 0.08
C -1.5755 0.7580 -2.3176 -0.20
C -2.3984 0.7317 -3.4558 -0.01
C -2.2029 -0.2352 -4.4065 -0.05
C -1.1823 -1.1719 -4.2274 -0.04
C -0.4318 -1.1189 -3.0702 -0.10
N -0.6161 -0.2095 -2.0998 0.10
C 1.8301 1.7505 -0.7126 -0.16
C 3.0053 2.3206 -1.1788 -0.03
C 2.9558 3.4835 -1.9386 -0.68
Cl 4.4543 4.1448 -2.5223 0.66
N 1.6597 0.5576 0.0941 0.04
C 2.7619 0.0868 0.7326 -0.47
O 3.9134 0.1886 0.3410 0.05
C 2.5742 -0.4076 2.1340 -0.11
C 3.6971 -0.4654 2.9293 0.02
C 3.6036 -0.5687 4.3038 -0.04
C 2.3322 -0.5126 4.8602 -0.04
C 1.2266 -0.4993 4.0577 -0.08
N 1.3222 -0.5668 2.6798 -0.08
H -0.3872 3.9754 -1.9720 0.11
H -3.1538 1.4969 -3.5747 0.12
H -2.8168 -0.2579 -5.2991 0.11
H -0.9749 -1.9378 -4.9635 0.10
H 0.3587 -1.8355 -2.9096 0.08
H 3.9603 1.8645 -0.9879 0.10
H 4.6441 -0.3675 2.4168 0.13
H 4.4882 -0.6266 4.9247 0.11
H 2.1848 -0.4707 5.9304 0.12
H 0.2379 -0.4255 4.4693 0.06
C 2.8377 -3.6752 -3.5405 -0.08
C 1.7741 -4.4038 -3.0278 -0.08
C 1.1286 -3.9900 -1.8672 -0.10
C 1.5300 -2.8317 -1.1781 -0.27
C 2.6209 -2.1282 -1.7036 -0.09
C 3.2626 -2.5404 -2.8658 -0.07
Si 0.6181 -2.4238 0.4694 0.77
C -0.8586 -3.5729 0.4468 -0.35
C -1.8731 -3.4494 -0.5131 -0.13
C -2.8479 -4.4266 -0.6540 -0.10
C -2.8324 -5.5462 0.1754 -0.09
C -1.8455 -5.6765 1.1458 -0.08
C -0.8646 -4.6970 1.2761 -0.10
H 3.3298 -3.9884 -4.4544 0.10
H 1.4313 -5.2997 -3.5319 0.10
H 0.3068 -4.5931 -1.5079 0.10
H 2.9925 -1.2321 -1.2369 0.08
H 4.0980 -1.9602 -3.2425 0.11
H 1.5244 -3.0154 1.4817 0.04
H -1.9197 -2.5780 -1.1582 0.08
H -3.6223 -4.3037 -1.4031 0.12
H -3.5927 -6.3128 0.0684 0.10
H -1.8315 -6.5452 1.7958 0.10
H -0.0887 -4.8168 2.0288 0.10
S -1.1202 -1.4059 2.9503 0.87
C 0.1943 -0.8829 1.8955 -0.65
N -3.9002 -2.7942 1.7535 -0.02
C -4.4142 -1.4450 1.4869 -0.32
P -3.6121 -0.6209 0.0734 0.47
O -4.0382 -1.2629 -1.2071 -0.32
O -2.1064 -0.4842 0.3332 -0.42
C -4.4585 0.9997 0.1924 -0.27
N -4.8088 1.4729 -1.1705 -0.03
H -4.4334 -3.2607 2.4734 0.08
H -1.9272 -2.0136 2.0384 -0.12
H -3.9340 -3.3730 0.9233 0.03
H -4.2624 -0.8131 2.3673 0.09
H -5.4806 -1.4325 1.2416 0.09
H -3.8217 1.7240 0.6992 0.09
H -5.3446 0.8362 0.8083 0.08
H -3.3969 2.3918 -1.4556 0.05
H -5.6396 2.0477 -1.1614 0.09
H -4.9841 0.6596 -1.7574 0.07

---

68
Properties=species:S:1:pos:R:3:lowdin_charge:R:1 method="wB97M-V/def2-TZVPD" orbital_gap_ev=4.94 mol_weight_g_mol=510.08 de_lowest_kcal_mol=0.0 total_charge=+1 e_homo_ev=-10.77 max_force_ev_per_a=1.76
Cl 6.1505 -1.5081 4.0889 0.77
C 4.4427 -1.4949 3.9907 -0.64
C 3.7603 -0.2718 3.9357 -0.06
C 2.3747 -0.2679 3.8108 0.02
C 1.6377 -1.4761 3.7258 -0.16
C 0.2038 -1.4666 3.6355 -0.08
C -0.6382 -2.6901 3.8035 -0.10
C -2.1074 -2.1564 4.0120 -0.12
C -1.9143 -0.6768 4.1112 0.06
C -0.5994 -0.3146 3.8405 0.00
C 2.3499 -2.7014 3.8954 0.02
C 3.7414 -2.7116 4.0131 -0.06
H 4.3116 0.6607 4.0179 0.12
H 1.8440 0.6851 3.7966 0.12
H -0.5760 -3.4323 3.0027 0.14
H -0.3195 -3.2142 4.7289 0.15
H -2.7988 -2.4956 3.2136 0.14
H -2.4704 -2.5908 4.9508 0.13
H -2.7330 -0.0047 4.3398 0.13
H -0.1861 0.6932 3.8199 0.13
H 1.7941 -3.6428 3.9500 0.12
H 4.2779 -3.6498 4.1509 0.12
F -0.1085 2.1068 0.5267 0.00
C -0.4617 1.5957 -0.7505 -0.28
C -1.7587 2.3019 -1.2142 -0.18
C -2.2700 3.4284 -0.5646 -0.03
C -3.4271 4.0397 -1.0517 -0.07
C -4.0737 3.5489 -2.1934 -0.08
C -3.5756 2.4030 -2.8286 -0.06
C -2.4390 1.7783 -2.3139 -0.05
C 0.7384 1.8529 -1.6828 -0.14
C 0.6327 2.6414 -2.8298 -0.02
C 1.7357 2.7959 -3.6867 -0.07
C 2.9727 2.2465 -3.3502 -0.08
C 3.0967 1.5210 -2.1577 -0.07
C 1.9926 1.3533 -1.3174 -0.04
C -0.7522 0.0889 -0.5060 -0.21
C -2.0034 -0.1864 0.3613 -0.10
C -2.7377 -1.3763 -0.2773 -0.14
C -1.8469 -1.8355 -1.4282 -0.15
N -0.9866 -0.6852 -1.7261 -0.10
C 0.1329 -1.0244 -2.5265 -0.25
C 1.1530 -1.7979 -1.9616 -0.02
C 2.3065 -1.9893 -2.7326 -0.14
N 2.4067 -1.4591 -3.9469 0.06
C 1.3741 -0.8473 -4.5421 -0.12
C 0.1739 -0.6283 -3.8666 0.02
H -1.7627 3.8290 0.3156 0.12
H -3.8136 4.9201 -0.5296 0.11
H -4.9574 4.0545 -2.5901 0.11
H -4.0493 1.9866 -3.7207 0.11
H -2.0615 0.8632 -2.7683 0.10
H -0.3174 3.1159 -3.0786 0.12
H 1.6056 3.3445 -4.6257 0.11
H 3.8361 2.3630 -4.0120 0.11
H 4.0525 1.0707 -1.8810 0.11
H 2.1028 0.8217 -0.3702 0.11
H 0.1281 -0.3168 0.0380 0.13
H -1.6606 -0.4210 1.3808 0.08
H -2.6637 0.6893 0.4222 0.12
H -2.9074 -2.2001 0.4324 0.10
H -3.7146 -1.0545 -0.6730 0.12
H -1.2365 -2.6962 -1.1112 0.11
H -2.4080 -2.1265 -2.3312 0.13
H 1.0661 -2.1961 -0.9458 0.11
H 3.1342 -2.5728 -2.3176 0.11
H 1.4844 -0.5094 -5.5822 0.12
H -0.6770 -0.1105 -4.3187 0.12